Run A
41
Properties=species:S:1:pos:R:3:nbo_charge:R:1 method="wB97M-V/def2-TZVPD" homo_ha=-0.2953 homo_lumo_gap_ev=7.9 smiles="CCOC(=O)CCC[C@@H](N=O)c1ccc2ccccc2c1O" charge=0
O -1.0117 1.6003 -3.9068 -0.262
O 4.1134 0.0501 -1.4335 -0.611
N -0.1818 1.1045 -3.1518 0.154
O -1.8934 1.6707 0.7081 -0.690
O 3.8256 0.2316 0.8415 -0.502
C 3.7299 0.6397 -0.4181 0.799
C -5.1739 -2.1261 1.3505 -0.211
C -1.7583 -0.9384 -1.8532 -0.198
C -4.8422 -0.9807 2.1177 -0.204
C -1.5036 0.2596 -1.1827 -0.110
C -4.4616 -2.4374 0.2326 -0.176
C -2.6745 -1.8729 -1.3364 -0.188
C -3.8561 -0.0999 1.6454 -0.207
C -2.1713 0.4997 0.0204 0.390
C -3.4372 -1.5746 -0.2060 -0.075
C -3.1485 -0.4009 0.4850 -0.074
C 4.7684 -1.0782 2.5764 -0.621
C 4.6984 -0.8795 1.0728 -0.074
C 3.1686 2.0450 -0.5703 -0.493
C -0.4953 1.2578 -1.6977 -0.161
C 1.9021 2.0795 -1.4022 -0.398
C 0.8046 1.1534 -0.8796 -0.404
H -2.4998 1.7820 1.4479 0.485
H -5.9969 -2.7246 1.7000 0.214
H -1.1785 -1.1734 -2.7591 0.228
H -5.3780 -0.8233 3.0400 0.215
H -4.7411 -3.3331 -0.3048 0.218
H -2.8331 -2.8095 -1.8787 0.214
H -3.6268 0.7636 2.2448 0.181
H 5.2313 -0.1901 3.0862 0.209
H 5.3741 -1.9235 2.8016 0.215
H 3.8029 -1.2030 3.0147 0.215
H 5.6882 -0.6167 0.6554 0.189
H 4.3444 -1.7935 0.5979 0.193
H 2.9318 2.4648 0.4254 0.211
H 3.9691 2.6889 -0.9995 0.241
H -0.9120 2.2605 -1.5090 0.224
H 1.4888 3.0853 -1.4189 0.204
H 2.1782 1.7972 -2.4194 0.227
H 0.6071 1.4477 0.1377 0.222
H 1.1487 0.0975 -0.8746 0.210



Run B
41
Properties=species:S:1:pos:R:3:nbo_charge:R:1 method="wB97M-V/def2-TZVPD" homo_ha=-0.3025 homo_lumo_gap_ev=8.9 smiles="COCCNC(=O)COc1ccc(Oc2ccccc2)cc1" charge=0
C 6.5971 2.1764 -0.3937 -0.252
O 5.8666 2.0127 0.7997 -0.532
C 5.1302 0.8206 0.8762 -0.062
C 3.8928 0.8027 -0.0416 -0.260
N 3.0608 -0.3423 0.2271 -0.614
C 3.0187 -1.4190 -0.5792 0.645
O 3.6277 -1.5187 -1.6225 -0.625
C 2.1178 -2.5428 -0.0524 -0.166
O 1.1291 -2.1149 0.8537 -0.518
C 0.0686 -1.3949 0.3620 0.349
C -0.0392 -0.9297 -0.9425 -0.310
C -1.1582 -0.2134 -1.3276 -0.217
C -2.1761 0.0551 -0.4216 0.256
C -2.0567 -0.3916 0.8920 -0.260
C -0.9464 -1.1134 1.2745 -0.256
H -0.8434 -1.4691 2.2875 0.223
H -2.8307 -0.1673 1.6108 0.232
O -3.2188 0.8326 -0.8545 -0.496
C -4.4873 0.6129 -0.3846 0.373
C -5.3424 1.7104 -0.3471 -0.281
C -6.6538 1.5496 0.0566 -0.191
C -7.1234 0.3001 0.4268 -0.237
C -6.2748 -0.7924 0.3777 -0.191
C -4.9611 -0.6453 -0.0289 -0.309
H -4.3055 -1.5024 -0.0816 0.228
H -6.6369 -1.7722 0.6524 0.215
H -8.1470 0.1774 0.7463 0.214
H -7.3114 2.4056 0.0853 0.215
H -4.9611 2.6757 -0.6413 0.224
H -1.2494 0.1524 -2.3381 0.228
H 0.7381 -1.1117 -1.6675 0.231
H 2.7456 -3.2406 0.5113 0.221
H 1.6865 -3.0811 -0.9045 0.206
H 2.5565 -0.3753 1.1007 0.407
H 3.3192 1.7219 0.1088 0.202
H 4.1966 0.7284 -1.0882 0.230
H 4.8076 0.7500 1.9196 0.181
H 5.7659 -0.0464 0.6412 0.166
H 5.9437 2.3567 -1.2532 0.166
H 7.2198 1.2981 -0.5983 0.168
H 7.2347 3.0451 -0.2413 0.195



Structures ranked by computed energy, the most stable listed first: run B, run A.



Run A
7
Properties=species:S:1:pos:R:3:nbo_charge:R:1 method="wB97M-V/def2-TZVPD" homo_ha="-0.6369 / -0.6244" homo_lumo_gap_ev="8.0 / 6.7" charge=+1
C 1.3839 0.9955 -0.2559 0.917
N -1.5028 -0.8902 0.5682 -0.134
N 0.3264 0.3866 -0.4044 -0.706
O 2.4888 1.3130 -0.1364 -0.310
H -1.0079 -1.0758 1.5687 0.429
H -1.3357 -1.3913 -0.2291 0.352
H -0.3527 0.6623 -1.1112 0.452



Run B
7
Properties=species:S:1:pos:R:3:nbo_charge:R:1 method="wB97M-V/def2-TZVPD" homo_ha="-0.6394 / -0.6380" homo_lumo_gap_ev="8.8 / 8.8" charge=+1
C -0.6116 -0.4901 -0.1820 -0.055
N -0.1579 0.8921 -0.2140 -0.163
N 0.6987 -0.0209 -0.2916 0.218
O 2.2388 -0.4092 0.8597 0.018
H -0.9807 -0.9246 0.6595 0.247
H -0.9717 -0.8087 -1.1540 0.245
H -0.2156 1.7614 0.3225 0.490



Structures ranked by computed energy, the most stable listed first: run A, run B.



Run A
20
Properties=species:S:1:pos:R:3:nbo_charge:R:1 method="wB97M-V/def2-TZVPD" homo_ha=-0.3585 homo_lumo_gap_ev=10.3 smiles="c1ccncc1.CC(N)=O" charge=0
C 1.5516 1.4568 0.0567 0.024
C 0.7023 0.5827 -0.6821 -0.293
C 1.0894 -0.7086 -0.9909 -0.185
C 2.2478 -1.2076 -0.3956 -0.237
C 2.9929 -0.3313 0.4912 0.041
C -2.8317 0.1153 0.2034 0.650
C -1.7998 -0.8100 0.8459 -0.762
H 1.3474 2.5862 0.2025 0.208
H -0.1515 0.9524 -1.2442 0.241
H 0.5437 -1.3374 -1.5989 0.220
H 2.7090 -2.1880 -0.4531 0.222
H 3.8907 -0.7148 0.9079 0.195
H -2.8331 1.8256 -0.7728 0.407
H -1.2125 1.3789 0.2700 0.427
H -2.2777 -1.0090 1.9241 0.241
H -0.6024 -0.5602 0.7960 0.231
H -1.9258 -1.8160 0.2670 0.245
N 2.6538 0.9642 0.6066 -0.427
N -2.2057 1.1562 -0.3269 -0.843
O -3.8885 -0.3353 -0.1068 -0.604



Run B
20
Properties=species:S:1:pos:R:3:nbo_charge:R:1 method="wB97M-V/def2-TZVPD" homo_ha=-0.3400 homo_lumo_gap_ev=10.1 smiles="[H]/N=C(/O)[C@@H]1[C@@H]2C=CC[C@H]1N2" charge=0
N -1.2588 1.3776 -1.5377 -0.742
C -0.7058 0.2311 -1.3843 0.575
C 0.6167 -0.1214 -0.7852 -0.323
C 1.2875 0.7014 0.3465 -0.042
C 0.2905 1.1417 1.4219 -0.459
C -0.5846 -0.0260 1.8107 -0.166
C -0.3687 -1.2133 1.2344 -0.205
C 0.7641 -1.2840 0.2321 -0.083
N 1.9341 -0.5601 0.8306 -0.601
H 1.3323 -0.2576 -1.6102 0.231
H 1.9789 1.5041 0.0627 0.204
H 0.8471 1.5124 2.2971 0.229
H -0.3257 1.9846 1.0742 0.218
H -1.3820 0.1254 2.5415 0.213
H -0.9662 -2.0981 1.4585 0.220
H 0.9678 -2.2941 -0.1392 0.212
H 2.7493 -0.7395 0.2459 0.347
O -1.4883 -0.8038 -1.6832 -0.673
H -0.6681 2.1244 -1.1801 0.341
H -2.2068 -0.3265 -2.2706 0.503



Structures ranked by computed energy, the most stable listed first: run B, run A.



Run A
13
Properties=species:S:1:pos:R:3:nbo_charge:R:1 method="wB97M-V/def2-TZVPD" homo_ha=-0.3351 homo_lumo_gap_ev=10.0 smiles="C/C(O)=N/OCF" charge=0
C 1.0090 0.2182 -0.2521 0.505
C 2.2543 0.1464 0.4566 -0.665
C -2.4681 -0.5247 0.1267 0.339
N 0.1277 -0.5637 0.1351 -0.237
O 0.7653 1.1532 -1.1246 -0.671
O -1.1228 -0.6841 -0.5662 -0.483
F -2.3117 0.5583 0.9271 -0.346
H 2.5229 1.0039 1.1143 0.236
H 3.0551 0.0092 -0.2589 0.229
H 2.1758 -0.7483 1.1356 0.257
H -3.0492 -0.1673 -0.7532 0.163
H -2.8759 -1.4406 0.6679 0.166
H -0.0824 1.0393 -1.6083 0.508



Run B
13
Properties=species:S:1:pos:R:3:nbo_charge:R:1 method="wB97M-V/def2-TZVPD" homo_ha=-0.3838 homo_lumo_gap_ev=10.1 charge=0
C -1.5316 -0.4833 -0.1031 0.790
C 1.0745 -0.4161 -0.9131 -0.704
C 0.0527 -0.1016 0.1375 0.440
N 0.6061 -0.1127 1.3288 -0.700
O -2.2937 0.5112 -0.0603 -0.673
O -1.5825 -1.6838 -0.2085 -0.582
F -0.6372 2.1506 -0.1099 -0.652
H 1.7078 0.5030 -0.9466 0.255
H 0.6326 -0.6533 -1.8212 0.246
H 1.6205 -1.2563 -0.7679 0.237
H 1.5360 -0.4500 1.4047 0.385
H -1.5466 1.5588 -0.0751 0.535
H 0.3613 0.4336 2.1348 0.425



Run C
13
Properties=species:S:1:pos:R:3:nbo_charge:R:1 method="wB97M-V/def2-TZVPD" homo_ha="-0.3269 / -0.3269" homo_lumo_gap_ev="9.7 / 9.7" charge=0
C 1.1475 1.2732 0.3583 -0.400
C 1.0461 -0.0386 0.4229 -0.377
C -1.8382 0.7438 -0.2117 0.379
N -2.1931 -0.4942 -0.0249 0.282
O -2.1469 -1.2463 -1.2478 -0.552
O -2.6222 -1.0280 1.0086 -0.510
F -2.1087 1.6537 0.6072 -0.269
H -2.1439 -2.2161 -0.8537 0.491
H 1.5073 1.8364 -0.4683 0.196
H 0.6902 1.9053 1.0701 0.191
H 1.7056 -0.7784 -0.1669 0.192
H 0.5112 -0.6520 1.0971 0.199
H -1.4255 1.1204 -1.1319 0.176



Structures ranked by computed energy, the most stable listed first: run B, run A, run C.



Run A
15
Properties=species:S:1:pos:R:3:nbo_charge:R:1 method="wB97M-V/def2-TZVPD" homo_ha=-0.3148 homo_lumo_gap_ev=9.2 smiles="C=CC.NP" charge=0
C 1.3494 -0.1073 -1.6193 -0.429
C 1.8092 0.4864 0.7064 -0.662
C 1.7433 -0.4887 -0.3732 -0.161
N -2.8632 0.5852 0.5584 -1.206
P -1.8025 -0.3910 -0.5520 0.509
H -2.7512 -1.7358 -0.1121 -0.029
H 0.7618 0.8456 -1.7014 0.189
H 0.9790 -0.8422 -2.3947 0.207
H 1.4158 1.4041 0.3381 0.209
H 2.7325 0.6329 1.2028 0.224
H 1.2283 0.2246 1.5440 0.218
H 2.1528 -1.4770 -0.1315 0.202
H -3.6714 0.1671 1.0338 0.384
H -2.5578 1.3549 1.2686 0.392
H -0.5260 -0.6586 0.2321 -0.049



Run B
15
Properties=species:S:1:pos:R:3:nbo_charge:R:1 method="wB97M-V/def2-TZVPD" homo_ha=-0.3173 homo_lumo_gap_ev=9.4 smiles="CP(C)(C)=N" charge=0
C -0.0393 -0.7772 -1.4554 -1.029
C 1.5538 0.6765 0.5393 -1.010
C -1.0873 -0.7489 1.3749 -0.863
N -0.5891 1.9377 -0.5826 -1.252
P -0.0996 0.5056 -0.1496 1.678
H 0.6046 -0.1222 -2.1165 0.243
H 0.1274 -1.9536 -1.4992 0.276
H -1.1403 -0.5741 -1.7387 0.230
H 1.6234 0.6067 1.6407 0.252
H 2.2775 -0.1306 0.2128 0.243
H 2.0366 1.5847 0.3307 0.253
H -0.7989 -1.8398 1.4954 0.214
H -1.0226 -0.2516 2.2601 0.203
H -1.9742 -0.7350 0.8385 0.197
H -1.4721 1.8218 -1.1503 0.364



Run C
15
Properties=species:S:1:pos:R:3:nbo_charge:R:1 method="wB97M-V/def2-TZVPD" homo_ha=-0.3263 homo_lumo_gap_ev=10.0 smiles=CCNPC charge=0
C -2.2223 -0.4368 -0.3079 -0.638
C 2.1001 1.0211 -0.2367 -0.929
C -0.8855 -0.0176 0.2522 -0.214
N 0.2458 -1.0872 0.1716 -0.959
P 1.9069 -0.7222 0.4676 0.746
H -2.2232 -1.5323 -0.1903 0.225
H -2.9470 0.1598 0.3595 0.225
H -2.3760 -0.0038 -1.3859 0.215
H 1.4028 1.7351 0.2346 0.222
H 1.6522 0.7764 -1.1164 0.215
H 3.1080 1.3238 -0.4065 0.235
H -0.4560 0.7991 -0.2973 0.175
H -0.9247 0.2339 1.3003 0.187
H 0.0380 -1.7144 -0.6387 0.375
H 1.5808 -0.5349 1.7939 -0.080



Run D
15
Properties=species:S:1:pos:R:3:nbo_charge:R:1 method="wB97M-V/def2-TZVPD" homo_ha="-0.2751 / -0.2708" homo_lumo_gap_ev="7.4 / 8.1" charge=0
C 1.2056 0.8932 -0.3967 -0.695
C -1.3268 1.6549 -0.1634 -0.712
C -0.2862 0.6369 -0.5290 -0.095
N 0.5076 -2.8068 0.2968 -1.123
P -0.6142 -1.9521 1.2840 0.441
H 1.3743 1.8259 -1.0351 0.221
H 1.2661 1.0259 0.7056 0.221
H 1.8008 0.0315 -0.6683 0.206
H -1.2547 2.6584 -0.6013 0.221
H -1.2236 1.9083 0.9080 0.212
H -2.1599 0.9667 -0.3285 0.242
H -0.5577 -0.3337 -1.0458 0.179
H -0.0583 -3.1124 -0.5161 0.381
H 1.2351 -2.1917 -0.1632 0.377
H 0.0920 -1.2051 2.2530 -0.075



Structures ranked by computed energy, the most stable listed first: run C, run B, run A, run D.